Record 1
{
  "formula": "C57H54AsN4O4PPtSb",
  "method": "ωB97M-V/def2-TZVPD",
  "orbital_gap_ev": 6.998,
  "charge": 1,
  "symbols": ["Pt", "O", "C", "O", "C", "C", "C", "N", "C", "C", "C", "O", "O", "H", "H", "H", "N", "C", "C", "C", "C", "C", "C", "C", "N", "C", "C", "N", "C", "H", "H", "H", "H", "H", "H", "H", "C", "C", "C", "C", "C", "C", "C", "C", "H", "H", "H", "H", "H", "C", "C", "As", "C", "C", "C", "C", "C", "C", "C", "C", "C", "C", "C", "C", "P", "C", "C", "C", "C", "C", "C", "C", "C", "C", "C", "C", "C", "H", "H", "H", "H", "H", "H", "H", "H", "H", "H", "H", "H", "H", "H", "H", "H", "H", "H", "H", "H", "H", "H", "H", "H", "C", "C", "Sb", "C", "C", "C", "C", "H", "H", "H", "H", "H", "H", "H", "H", "H", "H", "H", "H", "H", "H", "H"],
  "positions_angstrom": [[0.658232, 0.502766, 1.180165], [6.552579, 4.308454, 2.285245], [6.389228, 3.254923, 1.664919], [7.128080, 2.558941, 0.945486], [4.996440, 2.648986, 1.789697], [4.752811, 1.430096, 2.402089], [3.494125, 0.864757, 2.335640], [2.456215, 1.455128, 1.735269], [2.671385, 2.690959, 1.194804], [3.902586, 3.293474, 1.199131], [1.553713, 3.460780, 0.565188], [1.654445, 4.186409, -0.388369], [0.367697, 3.361723, 1.214117], [5.561131, 0.885430, 2.871484], [3.300509, -0.124327, 2.732496], [4.031006, 4.264263, 0.738947], [-4.813214, -3.641296, 9.246371], [-4.191254, -2.997265, 8.527813], [-3.412232, -2.192531, 7.625165], [-2.221941, -1.615031, 8.059960], [-1.470633, -0.846427, 7.188736], [-1.925085, -0.649063, 5.893725], [-3.113401, -1.212155, 5.453258], [-3.855185, -1.994460, 6.320065], [-1.152803, 0.145234, 4.993982], [-0.521107, 1.336751, 5.280119], [0.106605, 1.718583, 4.137252], [-0.129574, 0.775940, 3.162342], [-0.883140, -0.155879, 3.707372], [-1.883155, -1.780758, 9.072954], [-0.529836, -0.418918, 7.508569], [-3.463293, -1.029056, 4.445539], [-4.783986, -2.441944, 5.995216], [-0.588297, 1.798106, 6.249297], [0.725312, 2.580048, 3.958920], [-1.243957, -1.039930, 3.208513], [-1.118769, -0.046240, 0.563241], [-2.220480, -0.386479, 0.181471], [-3.537693, -0.684739, -0.306025], [-3.858771, -0.426065, -1.643011], [-5.133095, -0.681038, -2.122735], [-6.105345, -1.200694, -1.278091], [-5.793334, -1.471123, 0.046810], [-4.519626, -1.217364, 0.530989], [-3.092427, -0.038111, -2.303483], [-5.365593, -0.484196, -3.161236], [-7.099839, -1.401647, -1.653177], [-6.544808, -1.886470, 0.705554], [-4.273118, -1.441704, 1.561411], [0.534667, -0.873628, -1.926858], [1.108997, -1.463284, -3.211131], [1.400381, -3.435515, -3.163362], [1.304888, -3.767984, -5.084672], [0.475845, -3.095895, -5.980975], [0.493180, -3.409376, -7.331908], [1.342424, -4.399976, -7.806338], [2.173082, -5.074817, -6.925852], [2.154664, -4.756991, -5.574436], [-0.410482, -3.891383, -2.574827], [-1.498028, -4.114348, -3.413092], [-2.749850, -4.396964, -2.881233], [-2.930250, -4.458755, -1.506875], [-1.848291, -4.256171, -0.662131], [-0.595575, -3.985812, -1.194975], [1.675721, -0.349464, -0.611356], [2.811986, 0.832956, -1.388665], [4.153797, 0.926065, -1.023153], [4.946641, 1.964988, -1.491564], [4.401520, 2.912807, -2.346125], [3.069863, 2.823021, -2.729414], [2.275623, 1.795315, -2.246337], [2.654152, -1.781578, -0.097853], [3.728638, -2.229836, -0.866066], [4.432110, -3.361983, -0.488544], [4.064168, -4.061638, 0.651206], [2.988742, -3.630481, 1.416194], [2.287877, -2.493809, 1.044496], [-0.184203, -1.549694, -1.458264], [-0.044969, 0.031309, -2.135377], [2.047964, -0.986923, -3.502027], [0.395231, -1.270912, -4.010885], [-0.201345, -2.324079, -5.636107], [-0.157883, -2.880477, -8.016102], [1.356174, -4.642620, -8.860759], [2.838992, -5.846415, -7.289357], [2.810308, -5.285728, -4.892127], [-1.374040, -4.081272, -4.487707], [-3.586299, -4.574821, -3.545186], [-3.907250, -4.681051, -1.097344], [-1.975456, -4.325582, 0.411268], [0.252497, -3.855239, -0.529095], [4.589999, 0.200091, -0.350170], [5.968288, 2.063010, -1.145491], [5.016815, 3.728105, -2.703054], [2.645974, 3.560788, -3.398367], [1.233712, 1.746739, -2.543522], [4.016788, -1.697696, -1.763555], [5.263699, -3.702102, -1.090733], [4.614589, -4.946394, 0.942614], [2.698152, -4.179284, 2.302373], [1.446262, -2.152759, 1.636732], [-0.066112, 6.690110, -0.733245], [-1.056071, 6.100876, 0.266525], [-1.201552, 3.993263, 0.262961], [-2.761269, 3.396329, 1.559748], [-3.552031, 4.581568, 2.105635], [-1.201979, 3.037507, -1.612377], [-2.544140, 3.203598, -2.322727], [-0.068435, 7.775602, -0.639527], [-0.339489, 6.445360, -1.759909], [0.947206, 6.334455, -0.564195], [-2.071736, 6.461364, 0.090344], [-0.801442, 6.347858, 1.299388], [-2.262997, 2.814535, 2.333761], [-3.377845, 2.698598, 0.992122], [-2.928747, 5.262246, 2.686344], [-4.335733, 4.211325, 2.767104], [-4.042358, 5.153171, 1.317121], [-0.985105, 1.992670, -1.379299], [-0.363243, 3.464935, -2.158750], [-3.360177, 2.754509, -1.753879], [-2.512353, 2.699626, -3.288512], [-2.781932, 4.251246, -2.513774]],
  "forces_ev_per_a": [[-0.11, 0.04, 0.58], [-0.09, 0.04, -0.09], [0.26, -0.11, 0.21], [-0.09, 0.04, -0.10], [-0.15, 0.07, -0.06], [0.08, -0.08, -0.01], [-0.12, -0.11, -0.02], [-0.10, 0.58, -0.28], [0.08, -0.14, 0.13], [-0.02, 0.11, 0.10], [-0.13, -0.07, 0.27], [0.02, -0.02, -0.11], [0.30, -0.44, 0.64], [0.00, 0.00, -0.01], [0.00, 0.01, 0.02], [-0.01, 0.01, 0.03], [-0.01, 0.00, 0.00], [0.01, -0.01, 0.00], [0.00, 0.01, 0.00], [0.00, 0.00, 0.00], [-0.01, -0.01, 0.01], [0.01, 0.02, -0.03], [-0.01, -0.01, -0.01], [0.00, 0.00, 0.00], [0.06, -0.03, -0.04], [0.01, 0.03, -0.01], [0.10, -0.03, 0.03], [-0.09, 0.11, -0.18], [-0.14, 0.05, 0.03], [0.00, 0.00, 0.00], [0.00, 0.00, 0.00], [0.00, 0.01, 0.00], [0.00, 0.00, 0.00], [0.00, 0.00, -0.01], [-0.01, 0.03, -0.04], [0.00, 0.02, -0.01], [0.10, -0.44, 0.00], [-0.07, 0.26, 0.09], [0.01, 0.00, -0.11], [-0.01, -0.04, 0.05], [0.02, -0.02, 0.00], [0.01, 0.00, -0.02], [0.02, -0.02, 0.01], [0.00, -0.01, 0.01], [0.01, -0.01, 0.00], [-0.01, 0.00, 0.00], [0.00, 0.00, 0.00], [0.00, 0.00, 0.00], [0.00, 0.02, 0.00], [-0.02, 0.03, 0.04], [-0.01, 0.01, -0.03], [-0.02, 0.02, 0.01], [0.00, -0.01, 0.01], [0.01, 0.00, -0.01], [0.00, 0.00, 0.01], [0.00, 0.00, -0.01], [0.00, 0.00, 0.00], [-0.01, -0.01, 0.01], [0.02, -0.05, 0.03], [-0.01, 0.04, -0.01], [0.00, 0.02, 0.00], [-0.01, 0.01, 0.00], [0.00, 0.00, 0.00], [-0.02, -0.03, -0.01], [0.07, 0.08, -0.47], [0.01, 0.00, 0.03], [0.03, -0.07, -0.02], [-0.03, 0.03, -0.06], [-0.02, -0.02, -0.01], [0.02, -0.10, -0.04], [0.09, -0.04, -0.13], [0.03, -0.01, -0.06], [-0.01, 0.01, -0.01], [0.00, 0.00, 0.00], [-0.01, 0.01, 0.00], [0.01, -0.01, -0.01], [-0.03, 0.03, 0.01], [0.02, 0.05, 0.04], [-0.02, -0.03, -0.05], [0.02, -0.02, 0.02], [0.02, 0.03, -0.02], [0.00, 0.00, 0.00], [0.00, 0.00, 0.00], [0.00, 0.00, 0.00], [0.00, 0.00, 0.00], [0.00, 0.00, 0.00], [0.00, -0.01, 0.00], [0.00, 0.00, 0.00], [-0.01, 0.01, 0.00], [0.00, 0.01, 0.00], [0.00, 0.00, 0.00], [0.01, 0.01, 0.04], [0.04, -0.08, 0.03], [0.00, 0.00, -0.01], [0.00, 0.02, 0.00], [0.04, -0.02, 0.00], [0.01, 0.00, 0.00], [0.00, 0.01, 0.00], [0.00, 0.00, 0.00], [0.00, 0.00, 0.00], [0.00, -0.01, 0.01], [0.05, 0.01, -0.03], [-0.02, 0.07, -0.06], [-0.06, 0.24, -0.30], [0.10, -0.08, -0.12], [-0.04, -0.06, 0.08], [-0.06, -0.04, -0.04], [-0.01, 0.02, 0.04], [-0.05, 0.01, 0.00], [-0.01, 0.00, -0.01], [-0.09, 0.05, 0.01], [-0.01, -0.01, 0.03], [0.01, 0.00, -0.01], [0.04, -0.02, 0.10], [-0.01, 0.00, -0.02], [0.00, -0.01, -0.02], [0.01, 0.02, 0.00], [0.02, -0.01, -0.01], [0.00, 0.00, 0.03], [0.00, 0.02, -0.03], [0.00, 0.01, 0.00], [0.03, -0.01, 0.00], [-0.02, 0.00, 0.00]]
}

---

Record 2
{
  "formula": "C26H22BN5O3Zn",
  "method": "ωB97M-V/def2-TZVPD",
  "orbital_gap_ev": 3.347,
  "charge": -2,
  "symbols": ["Zn", "C", "C", "C", "C", "C", "N", "C", "C", "C", "C", "C", "C", "C", "N", "C", "C", "C", "N", "C", "C", "N", "C", "C", "C", "N", "H", "H", "H", "H", "H", "H", "H", "H", "H", "H", "H", "H", "H", "H", "H", "H", "H", "H", "O", "O", "B", "O", "C", "C", "C", "C", "C", "C", "H", "H", "H", "H"],
  "positions_angstrom": [[0.408855, -0.074570, -0.280216], [2.703116, 4.609406, 3.984427], [1.957513, 3.400247, 3.486148], [2.248128, 2.115147, 3.949307], [1.592099, 1.015433, 3.442305], [0.583071, 1.100883, 2.456616], [-0.023867, -0.023549, 1.939416], [-0.566194, -0.918330, 2.800248], [-0.843863, -0.594835, 4.162390], [-1.359499, -1.479121, 5.084800], [-1.688315, -2.782557, 4.725952], [-2.295683, -3.759144, 5.695460], [-1.499710, -3.110735, 3.390816], [-0.967325, -2.244025, 2.443356], [-0.877681, -2.733263, 1.111824], [-0.967732, -4.014464, 0.666109], [-0.963224, -3.968863, -0.709738], [-0.853880, -2.598621, -1.044282], [-0.812971, -1.890304, 0.065700], [0.336674, 2.401679, 1.973714], [1.007332, 3.509571, 2.487663], [-0.633588, 2.638970, 0.962632], [-1.433923, 3.721106, 0.798079], [-2.218833, 3.473473, -0.305430], [-1.815538, 2.200224, -0.759544], [-0.867867, 1.725067, 0.015572], [3.126010, 4.426863, 4.974453], [2.049752, 5.482149, 4.054487], [3.530814, 4.875259, 3.320152], [3.020119, 1.978301, 4.700864], [1.847948, 0.022354, 3.790075], [-0.626313, 0.415475, 4.480228], [-1.525115, -1.141314, 6.105058], [-2.003854, -3.523600, 6.721959], [-1.972546, -4.782537, 5.488213], [-3.391295, -3.756849, 5.663996], [-1.811044, -4.095894, 3.062748], [-0.992251, -4.856523, 1.336784], [-0.980367, -4.814238, -1.378279], [-0.682095, -1.969870, -1.951451], [0.800034, 4.485160, 2.059739], [-1.409693, 4.552845, 1.481309], [-2.967793, 4.123016, -0.726449], [-2.095970, 1.605073, -1.617175], [-0.014701, -0.305661, -2.204609], [3.396262, 1.064601, -1.008530], [2.592258, 0.036179, -0.392934], [3.552952, -1.001174, -0.047060], [4.778943, -0.594339, -0.423179], [5.994240, -1.231009, -0.289839], [7.132748, -0.564176, -0.759041], [7.036273, 0.691819, -1.341594], [5.798224, 1.331462, -1.478265], [4.682229, 0.671685, -1.010673], [6.055658, -2.211939, 0.164761], [8.103371, -1.038119, -0.665701], [7.932600, 1.186418, -1.698556], [5.708704, 2.309359, -1.934312]],
  "forces_ev_per_a": [[0.48, -0.11, -2.25], [0.03, 0.01, 0.01], [0.01, -0.09, 0.04], [0.00, 0.10, -0.03], [-0.05, -0.02, -0.09], [0.13, -0.24, 0.10], [-0.30, 0.00, 0.56], [0.17, 0.28, 0.09], [0.02, 0.04, -0.06], [-0.04, -0.08, 0.03], [0.04, 0.11, -0.03], [-0.02, -0.03, 0.05], [-0.05, -0.02, -0.06], [-0.15, -0.15, 0.00], [0.09, -0.20, -0.05], [0.04, -0.03, -0.02], [0.01, 0.00, 0.13], [-0.04, -0.35, -0.04], [-0.10, 0.14, 0.23], [0.04, 0.15, 0.09], [0.03, -0.02, -0.13], [-0.22, 0.01, 0.10], [-0.11, -0.05, 0.04], [0.02, 0.01, 0.00], [0.07, 0.05, -0.15], [0.21, 0.01, 0.07], [-0.01, 0.01, 0.00], [-0.01, 0.00, 0.00], [0.00, -0.01, 0.00], [0.00, 0.00, 0.00], [-0.01, 0.01, 0.03], [0.00, -0.01, 0.04], [0.00, 0.00, 0.00], [0.00, 0.00, 0.00], [0.01, 0.00, 0.00], [0.00, 0.01, -0.01], [0.00, 0.01, -0.02], [0.00, 0.02, 0.03], [-0.02, -0.01, 0.00], [0.12, 0.33, -0.07], [-0.01, -0.01, -0.01], [0.02, -0.02, 0.01], [-0.01, 0.00, 0.01], [0.07, -0.02, -0.02], [-0.13, 0.09, 1.01], [-0.03, 0.14, -0.08], [-0.28, 0.08, 0.53], [-0.05, -0.11, -0.01], [0.04, 0.09, -0.08], [-0.04, -0.01, 0.01], [0.00, 0.02, -0.01], [0.01, -0.01, 0.00], [-0.03, 0.02, 0.00], [0.01, -0.12, 0.01], [0.00, 0.00, 0.00], [0.00, 0.00, 0.00], [0.00, 0.00, 0.00], [0.01, 0.00, 0.00]]
}